1.
{
  "formula": "C40H95BN3O29P6",
  "method": "ωB97M-V/def2-TZVPD",
  "species": ["C", "O", "C", "C", "C", "C", "C", "C", "C", "C", "C", "C", "N", "C", "C", "C", "C", "N", "C", "C", "C", "C", "C", "C", "N", "B", "O", "O", "C", "O", "O", "H", "H", "H", "H", "H", "H", "H", "H", "H", "H", "H", "H", "H", "H", "H", "H", "H", "H", "H", "H", "H", "H", "H", "H", "H", "H", "H", "H", "H", "H", "H", "H", "H", "H", "H", "H", "H", "H", "H", "H", "H", "C", "O", "P", "O", "O", "C", "O", "C", "H", "H", "H", "H", "H", "H", "H", "H", "H", "C", "O", "P", "O", "O", "C", "O", "C", "H", "H", "H", "H", "H", "H", "H", "H", "H", "C", "O", "P", "O", "O", "C", "O", "C", "H", "H", "H", "H", "H", "H", "H", "H", "H", "C", "O", "P", "O", "O", "C", "O", "C", "H", "H", "H", "H", "H", "H", "H", "H", "H", "C", "O", "P", "O", "O", "C", "O", "C", "H", "H", "H", "H", "H", "H", "H", "H", "H", "C", "O", "P", "O", "O", "C", "O", "C", "H", "H", "H", "H", "H", "H", "H", "H", "H"],
  "coordinates": [[1.6414, -1.8456, -1.8375], [2.1726, -3.1485, -2.0902], [2.7707, -3.7425, -0.9406], [4.3594, -3.4810, -0.8360], [4.6557, -2.8857, 0.6137], [4.3042, -1.3508, 0.7190], [3.8716, -0.9914, 2.2192], [2.2933, -0.9042, 2.3088], [1.6283, -2.2537, 2.8238], [0.0424, -2.0583, 2.7254], [-0.4710, -2.8773, 1.4723], [-1.0783, -4.3055, 1.8642], [-2.3647, -4.5983, 1.1974], [-3.3513, -5.1060, 2.1641], [-4.0706, -3.9952, 3.0369], [-3.8109, -2.5118, 2.5968], [-4.2757, -2.1568, 1.1416], [-5.7137, -2.3603, 0.8902], [-6.4150, -3.4747, 0.4628], [-7.8217, -3.1711, 0.3205], [-7.9434, -1.7210, 0.6946], [-6.5999, -1.2911, 1.0380], [-2.2260, -5.4634, 0.0052], [-2.2198, -7.0188, 0.2966], [-1.1474, -7.4640, 1.2212], [-3.4509, -5.2124, -1.0503], [-3.6285, -4.0305, -1.7819], [-4.4422, -6.2483, -1.2300], [-0.9018, -5.1739, -0.8466], [-0.7406, -4.0538, -1.3887], [0.0083, -6.0869, -1.0368], [0.5634, -1.8462, -2.2072], [2.1976, -1.0979, -2.4816], [1.6236, -1.5546, -0.7582], [2.3407, -3.3979, 0.0364], [2.5463, -4.8467, -1.0020], [4.5954, -2.7546, -1.6526], [4.8375, -4.4856, -0.9522], [4.0102, -3.4557, 1.3427], [5.7372, -3.0827, 0.8464], [3.5543, -0.9972, -0.0275], [5.2681, -0.7867, 0.5574], [4.1991, -1.7872, 2.9337], [4.2729, 0.0189, 2.4908], [1.9088, -0.1012, 2.9932], [1.8154, -0.7002, 1.3041], [1.8968, -3.1376, 2.1867], [1.8714, -2.4741, 3.8973], [-0.4580, -2.3803, 3.6781], [-0.1771, -0.9615, 2.5694], [-1.3187, -2.3120, 0.9845], [0.3242, -2.9784, 0.6947], [-0.3136, -5.1224, 1.7894], [-1.3090, -4.2124, 2.9700], [-2.7854, -5.7706, 2.8909], [-4.1477, -5.7593, 1.7245], [-5.1730, -4.2256, 3.1173], [-3.6865, -4.0866, 4.0973], [-2.7485, -2.1873, 2.7831], [-4.4270, -1.8620, 3.2921], [-3.7023, -2.6666, 0.3292], [-4.0849, -1.0522, 1.0032], [-5.9740, -4.4679, 0.2341], [-8.6228, -3.8510, -0.0292], [-8.8859, -1.1267, 0.6733], [-6.3572, -0.2446, 1.3367], [-2.0971, -7.5417, -0.6970], [-3.2021, -7.4033, 0.7008], [-0.4256, -7.8931, 0.6357], [-1.4607, -8.2062, 1.8492], [-4.5871, -3.9328, -1.9481], [-4.2543, -6.6370, -2.1071], [-0.6329, -5.6766, -4.8964], [-1.0949, -5.0879, -6.1192], [-0.4639, -3.7086, -6.5854], [1.0033, -3.6255, -6.5276], [-1.2389, -2.6049, -5.7354], [-0.8202, -2.3810, -4.3878], [-1.0961, -3.5263, -8.0331], [-0.7089, -2.3690, -8.7634], [-0.3759, -6.7188, -5.0837], [0.2431, -5.1647, -4.4964], [-1.4355, -5.6370, -4.1596], [0.2573, -2.5099, -4.2768], [-1.3441, -3.0690, -3.7220], [-1.0803, -1.3594, -4.1098], [0.1737, -2.5951, -9.3634], [-0.4932, -1.5300, -8.0992], [-1.5284, -2.0892, -9.4251], [8.0248, 2.5971, 4.5783], [8.0973, 1.1879, 4.3941], [7.3657, 0.2366, 5.4375], [5.9883, 0.6136, 5.7846], [8.3751, 0.1444, 6.6778], [8.3926, 1.2072, 7.6221], [7.5292, -1.1857, 4.7642], [6.9471, -2.2968, 5.4435], [7.7151, 3.0585, 3.6412], [7.3135, 2.8738, 5.3584], [9.0151, 2.9698, 4.8456], [7.3980, 1.6367, 7.7572], [9.0884, 1.9813, 7.2925], [8.7352, 0.8125, 8.5780], [5.9236, -2.4394, 5.0963], [6.9488, -2.1505, 6.5253], [7.5306, -3.1862, 5.2101], [-8.1078, -7.5138, -1.0522], [-8.8842, -7.4874, 0.1441], [-10.2020, -8.3671, 0.2247], [-10.0727, -9.7571, -0.2386], [-11.3166, -7.5041, -0.5344], [-11.3560, -7.5413, -1.9560], [-10.6189, -8.1925, 1.7434], [-11.7812, -8.8906, 2.1803], [-7.0660, -7.6988, -0.7931], [-8.4422, -8.2905, -1.7425], [-8.1815, -6.5417, -1.5422], [-11.0721, -8.5241, -2.3370], [-10.6883, -6.7797, -2.3627], [-12.3737, -7.3227, -2.2776], [-11.4964, -9.8764, 2.5492], [-12.5099, -8.9988, 1.3748], [-12.2379, -8.3241, 2.9909], [1.2191, 5.2232, 3.7435], [0.6756, 4.0730, 3.1068], [0.8592, 3.9029, 1.5365], [2.2154, 4.1485, 1.0209], [-0.2888, 4.8250, 0.9005], [-0.0607, 6.2227, 0.8067], [0.2955, 2.4399, 1.2860], [0.3359, 1.9511, -0.0509], [1.8054, 4.9041, 4.6046], [1.8614, 5.7991, 3.0747], [0.3998, 5.8563, 4.0888], [0.9912, 6.4423, 0.6112], [-0.3734, 6.7082, 1.7333], [-0.6578, 6.6187, -0.0145], [1.2805, 1.4324, -0.2180], [0.2305, 2.7611, -0.7753], [-0.4847, 1.2489, -0.1910], [3.0897, 10.3464, -5.3280], [3.5029, 9.4356, -4.3158], [2.4710, 8.3448, -3.7925], [1.7340, 7.6145, -4.8326], [1.5526, 9.1268, -2.7368], [0.4854, 9.9327, -3.2263], [3.3809, 7.4575, -2.8514], [2.7614, 6.3362, -2.2160], [3.8354, 10.3511, -6.1224], [2.1226, 10.0757, -5.7552], [3.0256, 11.3472, -4.8973], [0.0399, 9.5011, -4.1244], [0.8526, 10.9379, -3.4412], [-0.2797, 9.9972, -2.4533], [2.8597, 5.4577, -2.8531], [1.7053, 6.5249, -2.0140], [3.2694, 6.1482, -1.2711], [4.9809, 14.7769, -0.2430], [3.9999, 13.7639, -0.4328], [4.4506, 12.2376, -0.3869], [5.3260, 11.8667, 0.7345], [5.0538, 11.9469, -1.8401], [6.3882, 12.3520, -2.1195], [3.0609, 11.4862, -0.4444], [3.0923, 10.0566, -0.3937], [4.6237, 15.4751, 0.5134], [5.9385, 14.3664, 0.0817], [5.1201, 15.3145, -1.1825], [7.0247, 12.2635, -1.2371], [6.3927, 13.3837, -2.4774], [6.7859, 11.7079, -2.9028], [3.0341, 9.7281, 0.6453], [3.9999, 9.6590, -0.8517], [2.2305, 9.6762, -0.9419]],
  "forces_ev_per_a": [[-0.97, 0.17, -1.27], [0.12, 0.67, 1.35], [0.80, -0.85, 0.14], [-1.59, -0.05, 0.88], [-0.29, -0.30, -1.20], [1.43, -0.19, 1.50], [-1.34, 0.62, -1.13], [-0.34, -1.12, 0.40], [-1.11, 0.85, 0.16], [0.80, -0.46, -0.79], [-1.23, 0.10, 0.17], [0.61, 1.17, 1.15], [0.36, -0.44, -0.15], [0.06, -0.47, 1.12], [0.50, 0.07, 0.48], [-0.95, 0.07, 0.32], [0.93, 0.45, -0.23], [-1.34, 1.12, 0.15], [-2.13, -0.07, -0.41], [2.30, 2.14, 0.82], [2.22, -1.72, -0.10], [-2.99, -0.76, -0.70], [-0.09, -1.45, -1.13], [-0.45, -0.68, -0.07], [0.12, -0.48, -0.34], [-0.16, 0.31, 0.07], [-0.56, -0.92, 1.06], [0.99, 0.58, -0.63], [3.20, -0.34, -1.55], [-1.41, 0.15, 0.86], [-2.63, 0.51, 1.22], [1.24, -0.02, 0.67], [-0.38, -0.51, 0.91], [0.18, -0.29, -0.86], [-0.10, -0.04, -1.02], [0.21, 1.12, -0.01], [0.25, -0.74, 0.64], [0.02, 1.07, -0.16], [0.80, 0.44, -0.64], [-0.97, 0.38, 0.11], [0.56, -0.43, 0.64], [-0.98, -0.47, -0.25], [0.07, 0.82, -0.54], [-0.07, -1.01, -0.04], [0.62, -0.57, -0.53], [0.68, -0.09, 0.90], [-0.02, 0.81, 0.68], [0.26, 0.27, -0.96], [0.33, 0.23, -0.88], [0.20, -1.04, 0.26], [0.89, -0.64, 0.36], [-0.66, 0.11, 0.64], [-0.79, 0.57, -0.26], [0.20, -0.20, -1.06], [-0.80, 0.36, -0.67], [0.81, 0.70, -0.15], [1.04, 0.41, -0.31], [-0.38, 0.14, -1.03], [-0.99, -0.55, -0.54], [0.56, -0.60, -0.68], [-0.34, 0.17, 0.95], [-0.30, -1.10, 0.06], [0.03, 1.07, 0.40], [0.81, 0.55, 0.38], [1.17, -0.49, 0.12], [0.35, -1.36, -0.26], [-0.16, 0.65, 0.86], [0.86, 0.72, -0.39], [0.00, 0.62, 0.33], [-0.22, 0.31, -0.29], [0.57, -0.13, -0.27], [-0.46, 0.18, 0.51], [0.15, -0.23, 0.52], [0.01, 0.33, -0.81], [0.13, -0.14, 0.41], [-0.37, 0.08, 0.00], [0.17, 0.05, -0.78], [0.04, -0.01, 0.68], [-0.31, -0.34, 0.50], [0.19, 0.25, -0.21], [-0.01, 0.08, -0.11], [-0.06, -0.02, 0.00], [0.07, 0.09, -0.01], [-0.05, -0.08, -0.09], [0.14, 0.04, 0.11], [-0.06, -0.03, -0.17], [0.01, 0.04, 0.07], [0.01, -0.04, -0.02], [-0.04, -0.12, 0.09], [0.02, 0.44, 0.00], [-0.15, -0.69, 0.02], [-0.36, -0.20, -0.27], [0.50, 0.16, 0.19], [-0.23, -0.24, -0.14], [0.01, 0.25, 0.28], [0.53, 0.78, 0.01], [-0.34, -0.40, 0.16], [-0.02, -0.10, 0.03], [-0.05, -0.06, -0.08], [-0.02, -0.05, -0.01], [0.00, -0.05, -0.05], [-0.02, 0.01, 0.02], [0.01, -0.07, -0.11], [0.03, 0.06, 0.05], [0.00, 0.02, -0.05], [0.06, 0.15, -0.08], [0.38, 0.05, -0.41], [-0.55, -0.28, 0.56], [0.33, -0.09, 0.15], [-0.16, 0.42, -0.15], [-0.06, -0.28, 0.33], [-0.04, 0.00, -0.39], [0.34, 0.46, -0.53], [-0.29, -0.30, 0.17], [-0.07, 0.04, 0.06], [-0.01, -0.04, 0.11], [0.00, -0.01, 0.07], [0.01, 0.01, 0.07], [-0.01, -0.03, -0.01], [0.03, 0.02, 0.13], [-0.02, 0.02, -0.08], [0.04, 0.00, 0.03], [0.14, 0.08, -0.07], [0.13, 0.32, 0.25], [-0.05, -0.52, -0.46], [0.03, -0.74, -0.12], [-0.42, 0.41, 0.10], [0.25, -0.37, -0.13], [0.04, 0.39, -0.05], [-0.09, 1.05, 0.85], [0.15, -0.33, -0.62], [-0.03, -0.06, -0.08], [0.03, -0.10, 0.01], [0.00, -0.05, -0.02], [0.00, -0.04, 0.02], [0.03, 0.04, -0.03], [-0.03, -0.13, 0.03], [-0.02, 0.06, -0.01], [0.01, -0.03, 0.03], [0.01, 0.06, 0.19], [-0.09, 0.35, -0.28], [0.04, -0.58, 0.41], [0.23, -0.47, -0.20], [-0.05, 0.49, 0.24], [-0.10, -0.48, -0.43], [-0.35, 0.25, -0.14], [-0.01, 0.98, -0.24], [-0.16, -0.56, 0.24], [-0.01, -0.08, 0.07], [0.07, -0.09, -0.01], [0.02, -0.05, 0.03], [0.05, -0.05, 0.04], [-0.01, -0.01, 0.01], [0.12, -0.05, 0.03], [-0.06, 0.07, 0.00], [0.04, -0.01, -0.04], [0.05, 0.11, -0.09], [0.25, 0.33, 0.03], [-0.33, -0.55, 0.05], [-0.20, -0.32, 0.24], [0.05, 0.28, -0.44], [-0.21, -0.14, 0.28], [0.38, 0.05, -0.11], [0.31, 0.89, -0.30], [-0.15, -0.65, 0.31], [-0.03, -0.09, -0.02], [-0.08, -0.03, 0.06], [-0.03, -0.03, 0.02], [-0.06, -0.02, 0.01], [0.02, -0.01, 0.01], [-0.13, -0.01, 0.04], [0.15, 0.09, 0.00], [-0.05, 0.03, -0.01], [0.32, 0.29, 0.25]],
  "mulliken_charge": [0.3164, -0.4148, 1.0186, -0.9236, -0.6699, -0.1978, -0.4844, 0.2531, -0.6052, -0.9961, 1.1593, -1.5800, 1.6422, -1.1816, -0.9816, -0.0534, -0.2406, 0.4697, -0.3070, -0.6494, -0.6533, -0.4208, 0.9174, -1.1602, -0.4639, 0.4093, -0.4001, -0.5999, -0.6651, -0.3915, -0.8986, -0.2426, 0.3660, -0.4114, -0.9087, 0.3079, 0.3108, 0.3292, 0.2876, 0.3844, 0.0649, 0.3928, 0.0299, 0.3459, 0.4279, -0.5489, 0.1458, 0.3700, 0.6449, 0.1804, 0.1597, -0.7584, 0.0017, 0.8408, 0.4227, 0.3193, 0.3506, 0.4427, -0.0905, 0.4458, -0.2739, 0.2378, 0.5008, 0.4083, 0.3348, 0.3358, 0.3461, 0.3124, 0.2711, 0.2243, 0.2850, 0.2063, -0.4557, -0.3712, 0.9618, -0.6547, -0.3709, -0.7393, -0.3501, -0.6553, 0.3663, 0.3220, 0.0636, 0.4058, 0.3221, 0.3590, 0.2492, 0.3065, 0.2336, -0.7077, -0.3284, 1.1540, -0.6632, -0.3352, -0.6871, -0.3252, -0.6318, 0.2790, 0.3576, 0.2472, 0.3467, 0.2544, 0.2582, 0.1935, 0.3143, 0.2734, -0.6435, -0.1209, 0.9119, -0.6771, -0.2751, -0.7016, -0.3682, -0.6541, 0.1949, 0.4197, 0.2353, 0.3621, 0.2394, 0.2566, 0.2584, 0.3037, 0.2417, -0.6743, -0.3842, 1.0740, -0.6638, -0.3229, -0.6990, -0.2473, -0.6571, 0.2846, 0.3267, 0.2517, 0.2746, 0.2906, 0.2673, 0.2057, 0.3784, 0.2783, -0.7416, -0.2569, 0.8380, -0.7298, 0.0692, -0.9324, -0.2929, -0.6999, 0.2913, 0.3585, 0.2297, 0.3941, 0.2974, 0.2539, 0.3006, 0.2519, 0.2888, -0.6761, -0.3394, 0.8866, -0.6831, -0.0672, -0.8240, -0.2533, -0.4162, 0.2591, 0.3560, 0.2502, 0.3684, 0.2993, 0.2555, 0.3118, 0.3196, 0.0261],
  "charge": -1,
  "spin_multiplicity": 1,
  "gap_ha": 0.2275,
  "e_homo_ev": -4.735
}

=====

2.
{
  "formula": "C19H13AuF2N4OS",
  "method": "ωB97M-V/def2-TZVPD",
  "species": ["Au", "N", "C", "S", "N", "N", "C", "C", "C", "C", "C", "C", "C", "O", "H", "H", "H", "H", "H", "H", "H", "F", "C", "C", "C", "C", "C", "F", "C", "C", "C", "C", "C", "C", "N", "H", "H", "H", "H", "H", "H"],
  "coordinates": [[0.1962, -0.7739, 0.4124], [1.6628, -4.9487, 0.5303], [1.0965, -3.7416, 0.3417], [1.7183, -2.4774, 1.3512], [0.1614, -3.6442, -0.5520], [-0.3741, -2.4479, -0.8185], [-1.2346, -2.4051, -1.7959], [-1.9513, -1.2982, -2.3002], [-2.7743, -1.5452, -3.4223], [-3.4323, -0.5437, -4.0798], [-3.2669, 0.7832, -3.6535], [-2.5019, 1.0712, -2.5632], [-1.8589, 0.0505, -1.8021], [-1.2620, 0.4099, -0.7413], [2.2829, -5.0660, 1.3123], [1.2306, -5.7551, 0.1143], [-1.3826, -3.3360, -2.3445], [-2.8818, -2.5680, -3.7571], [-4.0709, -0.7714, -4.9201], [-3.7584, 1.5802, -4.1891], [-2.3902, 2.0813, -2.1953], [-2.2772, 0.9106, 4.9590], [-1.2873, 1.1257, 4.0761], [-1.1241, 0.2574, 3.0080], [-0.1147, 0.4751, 2.0978], [0.7420, 1.5811, 2.2182], [0.5469, 2.4203, 3.3227], [1.3361, 3.4979, 3.5340], [-0.4495, 2.2100, 4.2570], [1.7535, 1.7807, 1.1783], [2.7048, 2.8072, 1.1526], [3.6138, 2.8677, 0.1123], [3.5588, 1.9266, -0.9035], [2.5806, 0.9542, -0.8250], [1.7322, 0.8912, 0.1806], [-1.8015, -0.5745, 2.9050], [-0.5577, 2.8791, 5.0963], [2.7481, 3.5513, 1.9284], [4.3639, 3.6448, 0.0885], [4.2517, 1.9431, -1.7266], [2.4713, 0.1966, -1.5872]],
  "forces_ev_per_a": [[-2.86, -2.10, 0.71], [0.50, -0.48, 0.26], [-1.32, 0.50, -0.91], [-0.85, 1.87, 0.11], [0.97, -1.82, 0.14], [0.01, 1.89, -0.60], [0.81, -0.57, 0.65], [-0.20, 1.29, -0.22], [0.09, 0.11, 0.12], [-0.15, -0.02, -0.17], [-0.03, -0.30, -0.07], [0.05, -0.09, 0.52], [-0.68, -1.02, -1.31], [1.72, 0.24, 2.13], [-0.12, -0.15, -0.05], [0.01, 0.04, -0.02], [-0.04, -0.12, 0.38], [0.02, -0.09, -0.06], [0.00, 0.00, -0.07], [-0.05, 0.13, -0.07], [0.02, 0.06, -0.02], [0.13, 0.01, -0.10], [0.32, 0.17, -0.25], [-0.33, -0.39, -0.02], [1.02, 0.14, -0.47], [-0.34, 0.00, 0.42], [-0.16, -0.30, -0.14], [-0.07, -0.14, -0.10], [-0.06, -0.06, 0.03], [0.83, 0.44, -0.52], [-0.03, 0.02, 0.12], [-0.07, -0.18, -0.15], [0.03, 0.06, 0.05], [0.42, 0.30, -0.08], [0.44, 0.72, -0.14], [-0.09, -0.15, 0.05], [-0.04, 0.04, 0.03], [-0.05, -0.03, 0.08], [0.01, 0.07, 0.04], [0.10, 0.02, -0.15], [0.04, -0.09, -0.11]],
  "mulliken_charge": [0.9967, -0.4111, 0.6476, -0.4658, -1.0997, 0.3735, -0.2780, 0.6146, -0.7273, -0.7008, -0.3506, -0.5539, 0.3749, -0.5626, 0.1894, 0.2407, 0.3664, 0.3255, 0.3870, 0.3698, 0.4402, -0.3258, 0.4051, -0.5116, 0.3194, -0.6355, 0.4100, -0.3224, -0.7466, 0.8528, -0.8497, -0.3480, -0.7936, -0.1687, -0.1851, 0.4750, 0.4892, 0.5025, 0.4333, 0.4073, 0.4161],
  "charge": 0,
  "spin_multiplicity": 1,
  "gap_ha": 0.2146,
  "e_homo_ev": -7.321
}

=====

3.
{
  "formula": "BH3OS",
  "method": "ωB97M-V/def2-TZVPD",
  "species": ["B", "O", "S", "H", "H", "H"],
  "coordinates": [[-0.1875, -0.4923, -0.4412], [-1.1442, -1.0315, -1.2111], [1.4584, -1.1736, -0.5517], [-0.3924, 0.4012, 0.2954], [-2.0224, -0.6513, -1.1666], [2.3805, 0.3959, 0.9956]],
  "forces_ev_per_a": [[-0.02, 0.46, 0.39], [-0.30, -0.60, -0.65], [1.71, 1.86, 1.99], [-0.16, 0.29, 0.19], [0.01, 0.16, 0.18], [-1.24, -2.15, -2.10]],
  "mulliken_charge": [0.4896, -0.4826, -0.3021, -0.0986, 0.3297, 0.0641],
  "charge": 0,
  "spin_multiplicity": 1,
  "relative_energy_kcal_mol": 78.5,
  "gap_ha": [0.2813, 0.2812],
  "e_homo_ev": [-10.016, -10.016]
}

=====

Copy entry 3 word for word.
{
  "formula": "BH3OS",
  "method": "ωB97M-V/def2-TZVPD",
  "species": ["B", "O", "S", "H", "H", "H"],
  "coordinates": [[-0.1875, -0.4923, -0.4412], [-1.1442, -1.0315, -1.2111], [1.4584, -1.1736, -0.5517], [-0.3924, 0.4012, 0.2954], [-2.0224, -0.6513, -1.1666], [2.3805, 0.3959, 0.9956]],
  "forces_ev_per_a": [[-0.02, 0.46, 0.39], [-0.30, -0.60, -0.65], [1.71, 1.86, 1.99], [-0.16, 0.29, 0.19], [0.01, 0.16, 0.18], [-1.24, -2.15, -2.10]],
  "mulliken_charge": [0.4896, -0.4826, -0.3021, -0.0986, 0.3297, 0.0641],
  "charge": 0,
  "spin_multiplicity": 1,
  "relative_energy_kcal_mol": 78.5,
  "gap_ha": [0.2813, 0.2812],
  "e_homo_ev": [-10.016, -10.016]
}